#one
Density functional theory data (ωB97M-V/def2-TZVPD) for an isolated molecule of C21H23N3O3.

Structure (ORCA input):
```
! wB97M-V def2-TZVPD RIJCOSX def2/J DEFGRID3
* xyz 0 1
C 2.58 -0.10 1.28
H 2.97 0.33 0.35
H 3.31 -0.79 1.69
H 2.42 0.71 1.99
C 1.25 -0.80 1.00
N 1.40 -1.90 0.07
C 1.29 -1.78 -1.27
O 1.39 -2.72 -2.04
C 0.99 -0.41 -1.78
N 1.83 0.59 -1.73
O 1.24 1.65 -2.31
C 0.01 1.30 -2.73
C -0.21 -0.01 -2.43
H -1.07 -0.61 -2.63
C -0.88 2.38 -3.25
O -1.79 2.82 -2.26
C -1.28 2.84 -0.96
C -0.33 3.79 -0.57
C 0.17 3.74 0.72
C -0.26 2.79 1.62
C -1.23 1.88 1.24
C -1.75 1.89 -0.05
C -2.81 0.90 -0.44
H -3.07 1.00 -1.49
H -3.71 1.08 0.15
H -2.48 -0.11 -0.24
H -1.60 1.14 1.94
H 0.14 2.76 2.62
H 0.91 4.47 1.02
C 0.14 4.85 -1.52
H 0.44 5.74 -0.97
H 1.01 4.50 -2.08
H -0.65 5.12 -2.22
H -1.50 2.00 -4.07
H -0.26 3.20 -3.62
C 1.69 -3.21 0.63
C 0.51 -3.76 1.38
C -0.76 -3.73 0.81
C -1.82 -4.24 1.54
N -1.69 -4.76 2.75
C -0.49 -4.80 3.28
C 0.65 -4.31 2.64
H 1.61 -4.37 3.12
H -0.42 -5.24 4.27
H -2.83 -4.23 1.14
H -0.91 -3.32 -0.17
H 1.93 -3.86 -0.22
H 2.57 -3.14 1.28
H 0.84 -1.21 1.92
H 0.54 -0.08 0.60
*
```

Results
**Lowest unoccupied orbital energy**: 0.67 eV
**SMILES string**: CCN(Cc1ccncc1)C(=O)c1cc(COc2c(C)cccc2C)on1

#two
Density functional theory data (ωB97M-V/def2-TZVPD) for C21H23N3O3 as an isolated structure.

Structure (ORCA input):
```
! wB97M-V def2-TZVPD RIJCOSX def2/J DEFGRID3
* xyz 0 1
C 3.52 1.67 5.39
C 3.19 0.15 4.96
O 1.86 -0.08 4.44
C 1.74 0.38 3.18
C 0.59 0.36 2.72
C 0.11 0.76 1.57
C 1.08 1.23 0.71
C 2.50 0.98 1.01
C 2.80 0.67 2.36
H 3.77 0.80 2.57
H 3.10 1.22 0.46
O 0.63 1.16 -0.47
C -0.63 1.14 -0.60
C -1.23 0.66 0.83
C -2.38 0.32 1.32
H -2.46 -0.38 2.07
H -3.16 0.37 0.47
H -2.85 1.32 2.00
C -1.76 0.99 -1.70
O -3.00 1.08 -1.38
N -1.11 1.20 -2.89
C 0.09 1.27 -3.11
H 0.71 1.72 -2.52
H 0.13 1.82 -4.14
C 0.74 -0.54 -3.43
N -0.56 -1.14 -3.58
C -0.85 -1.54 -2.43
N -0.11 -1.94 -1.35
C -0.38 -2.25 -0.15
C -1.66 -2.78 0.02
C -2.60 -2.87 -0.93
C -2.13 -2.23 -2.18
H -3.05 -2.10 -2.93
H -3.48 -3.04 -0.83
H -1.79 -3.24 1.00
H 0.29 -2.53 0.55
C -1.35 -0.70 -4.55
H -1.10 -0.27 -5.33
C -2.07 0.74 -3.93
H -3.13 0.61 -3.38
H -2.20 1.65 -4.83
H -2.38 -1.19 -4.47
H 1.31 -0.32 -4.26
H 1.31 -0.43 -2.57
H -0.29 -0.03 3.67
H 3.18 -0.39 5.87
H 4.00 -0.19 4.35
H 2.85 2.16 5.92
H 3.64 2.08 4.49
H 4.58 1.67 6.04
*
```

Results
**Lowest unoccupied orbital energy**: 0.07 eV

Winner for stability: #one

#one
Density functional theory data (ωB97M-V/def2-TZVPD) for a 4-piece molecular cluster, C3H12O5 overall.

Structure (ORCA input):
```
! wB97M-V def2-TZVPD RIJCOSX def2/J DEFGRID3
* xyz 0 1
O -0.01 0.89 -1.67
C -1.19 0.98 -0.92
C -0.94 1.38 0.49
C -0.90 0.52 1.68
O 0.39 -0.14 1.80
H -1.93 1.70 -1.30
H -0.63 2.40 0.70
H -1.70 0.01 -0.82
H -0.97 1.10 2.60
H -1.65 -0.27 1.69
H 0.77 -0.23 0.90
H -1.05 -2.17 0.43
H 0.09 -1.79 -0.60
O -0.79 -1.47 -0.17
H 1.31 -1.77 -1.97
H 1.87 -0.63 -0.73
O 1.60 -1.96 -1.07
H 0.64 0.92 -0.94
H 2.88 0.18 0.29
O 2.20 0.33 -0.40
*
```

Results
**Lowest unoccupied orbital energy**: -4.05 eV

#two
Density functional theory data (ωB97M-V/def2-TZVPD) for a 4-piece molecular cluster, C3H12O5 overall.

Structure (ORCA input):
```
! wB97M-V def2-TZVPD RIJCOSX def2/J DEFGRID3
* xyz 0 1
O -1.53 -0.25 1.25
C -0.85 1.07 1.49
C 0.62 0.91 1.71
C 1.58 0.92 0.63
O 1.72 -0.23 -0.28
H -1.27 1.40 2.43
H 1.05 0.92 2.70
H -1.09 1.60 0.60
H 2.64 0.97 0.90
H 1.41 1.64 -0.12
H 0.99 -0.87 -0.41
H 0.26 1.07 -1.55
H -0.98 0.13 -1.91
O -0.76 1.10 -1.59
H -1.18 -1.36 -3.10
H -0.47 -1.71 -1.06
O -0.65 -1.08 -2.39
H -0.66 -0.77 1.23
H -0.62 -3.17 -0.29
O -0.20 -2.27 -0.24
*
```

Results
**Lowest unoccupied orbital energy**: -4.52 eV

Winner for stability: #one

#one
Density functional theory data (ωB97M-V/def2-TZVPD) for an isolated ion of composition C4H6NO4S2 and charge -1.

Structure (ORCA input):
```
! wB97M-V def2-TZVPD RIJCOSX def2/J DEFGRID3
* xyz -1 1
C -2.57 2.42 0.18
C 0.50 0.29 -0.18
C 0.18 -0.40 1.17
C -1.66 1.20 0.11
N -0.39 1.40 -0.41
O -3.72 2.04 -0.18
O -2.75 0.51 -2.18
O -2.16 3.54 0.48
O -2.08 -1.35 -0.70
S -1.32 0.33 1.88
S -2.94 0.18 -0.77
H 1.53 0.65 -0.20
H 0.37 -0.44 -0.98
H 0.00 -1.47 1.03
H 0.99 -0.26 1.89
H -0.03 2.30 -0.10
H -1.73 -1.49 -1.58
*
```

Results
**Lowest unoccupied orbital energy**: 3.24 eV

#two
Density functional theory data (ωB97M-V/def2-TZVPD) for an isolated ion of composition C4H6NO4S2 and charge -1.

Structure (ORCA input):
```
! wB97M-V def2-TZVPD RIJCOSX def2/J DEFGRID3
* xyz -1 1
C -2.02 -0.01 0.57
C -1.53 1.53 0.35
C -0.18 0.88 0.02
C 2.41 0.31 -0.02
N -0.83 -0.44 0.26
O 0.22 -1.39 -1.79
O -3.08 -0.51 0.90
O 0.94 -2.39 0.28
O -1.36 -2.75 -0.46
S 1.24 1.23 1.04
S -0.20 -1.92 -0.49
H -2.17 2.14 -0.32
H -1.62 2.17 1.23
H 0.25 0.80 -0.97
H 3.36 0.28 0.42
H 2.44 0.78 -1.00
H 2.13 -0.72 -0.03
*
```

Results
**Lowest unoccupied orbital energy**: 3.12 eV
**SMILES string**: CS[C@@H]1CC(=O)N1S(=O)(=O)[O-]

Winner for stability: #two

#one
Density functional theory data (ωB97M-V/def2-TZVPD) for an isolated molecule of C6H10INO.

Structure (ORCA input):
```
! wB97M-V def2-TZVPD RIJCOSX def2/J DEFGRID3
* xyz 0 1
C 2.16 -1.07 -1.12
C 0.79 -0.51 -1.45
C -0.51 -0.46 1.58
C -2.17 1.03 0.52
C 0.15 0.52 -0.53
C -1.06 -0.05 0.26
N 3.40 -1.14 -0.89
O 1.15 -1.94 -1.07
I 4.57 0.61 -0.74
H 0.44 -0.48 -2.45
H 0.48 -0.96 1.50
H -1.16 -1.00 2.16
H -0.23 0.50 2.18
H -2.51 1.28 -0.46
H -1.82 1.92 0.92
H -2.95 0.49 1.05
H 1.01 1.01 0.06
H -0.25 1.26 -1.27
H -1.51 -0.99 -0.24
*
```

Results
**Lowest unoccupied orbital energy**: -0.40 eV
**SMILES string**: CC(C)C[C@@H]1O/C1=N/I

#two
Density functional theory data (ωB97M-V/def2-TZVPD) for an isolated molecule of C6H10INO.

Structure (ORCA input):
```
! wB97M-V def2-TZVPD RIJCOSX def2/J DEFGRID3
* xyz 0 1
C -0.64 0.38 0.38
C 0.58 -0.05 -0.29
C -1.31 -1.83 0.23
C 0.14 -2.16 0.38
C -0.75 1.86 0.70
C 1.56 0.83 -1.04
N -1.65 -0.47 0.73
O 0.93 -1.38 -0.47
I -3.71 0.02 0.15
H -1.45 -1.89 -0.90
H -1.93 -2.71 0.61
H 0.54 -1.92 1.41
H 0.43 -3.20 0.13
H -0.94 2.55 -0.21
H 0.00 2.29 1.24
H -1.65 2.06 1.38
H 2.52 0.78 -0.51
H 1.16 1.88 -0.90
H 1.44 0.60 -2.12
*
```

Results
**Lowest unoccupied orbital energy (spin up / spin down)**: -0.82 / -0.83 eV
**SMILES string**: CC1=C(C)N(I)CCO1

Winner for stability: #two

#one
Density functional theory data (ωB97M-V/def2-TZVPD) for a 2-piece molecular cluster, CH3O3 overall.

Structure (ORCA input):
```
! wB97M-V def2-TZVPD RIJCOSX def2/J DEFGRID3
* xyz -1 1
O -0.98 -0.78 -1.15
C -0.41 -1.20 -0.13
O -0.24 -0.61 0.97
H -0.04 -2.26 -0.15
H 0.56 2.04 -0.54
H 0.37 0.95 0.59
O 0.73 1.86 0.40
*
```

Results
**Lowest unoccupied orbital energy**: 4.63 eV

#two
Density functional theory data (ωB97M-V/def2-TZVPD) for a 2-piece molecular cluster, CH3O3 overall.

Structure (ORCA input):
```
! wB97M-V def2-TZVPD RIJCOSX def2/J DEFGRID3
* xyz -1 1
O -0.44 0.95 -2.70
H -1.39 0.75 -2.77
O 0.70 -1.26 1.71
C 0.15 -0.19 1.34
O -0.16 0.19 0.20
H -0.07 0.49 2.20
H -0.26 0.74 -1.77
*
```

Results
**Lowest unoccupied orbital energy**: 4.27 eV

Winner for stability: #one

#one
Density functional theory data (ωB97M-V/def2-TZVPD) for C26H24CrN5O3S2 as an isolated structure.

Structure (ORCA input):
```
! wB97M-V def2-TZVPD RIJCOSX def2/J DEFGRID3
* xyz -1 5
Cr -0.37 -0.06 -0.20
N -2.06 3.19 1.66
C -1.73 2.53 2.85
C -1.94 2.92 4.17
C -1.50 2.05 5.18
C -0.87 0.83 4.86
C -0.66 0.46 3.52
C -1.11 1.33 2.55
N -1.05 1.24 1.15
C -1.59 2.30 0.67
C -1.62 2.42 -0.79
C -2.10 3.40 -1.58
S -1.84 2.99 -3.31
C -1.07 1.46 -2.75
N -1.05 1.35 -1.44
H -2.51 4.08 1.54
H -2.43 3.86 4.41
H -1.65 2.32 6.21
H -0.54 0.18 5.65
H -0.18 -0.48 3.27
H -2.56 4.30 -1.23
H -0.67 0.71 -3.41
O 1.95 -2.02 0.10
C 1.96 -1.09 0.94
O 1.10 -0.15 1.04
C 3.09 -1.09 1.95
C 3.17 -0.09 2.93
C 4.21 -0.09 3.85
C 5.18 -1.08 3.81
C 5.11 -2.07 2.85
C 4.07 -2.08 1.92
H 2.41 0.68 2.95
H 4.25 0.70 4.60
H 5.99 -1.08 4.53
H 5.87 -2.85 2.81
H 4.02 -2.85 1.16
C 3.00 0.79 -1.72
S 1.41 -0.05 -1.76
C 1.59 -0.88 -3.35
H 3.82 0.07 -1.74
H 3.08 1.37 -0.79
H 3.10 1.48 -2.56
H 1.72 -0.15 -4.15
H 0.69 -1.47 -3.55
H 2.44 -1.56 -3.33
O -1.02 -1.15 0.84
N -1.45 -3.23 -2.71
C -0.74 -2.57 -1.75
N -1.18 -1.35 -1.54
C -2.29 -1.22 -2.43
C -3.20 -0.17 -2.67
C -4.20 -0.36 -3.63
C -4.31 -1.55 -4.34
C -3.44 -2.60 -4.12
C -2.44 -2.41 -3.16
H -1.27 -4.17 -3.02
H 0.10 -3.02 -1.25
H -3.14 0.74 -2.13
H -4.91 0.44 -3.81
H -5.11 -1.66 -5.07
H -3.53 -3.53 -4.67
*
```

Results
**Lowest unoccupied orbital energy (spin up / spin down)**: 2.61 / 2.59 eV
**Expectation value of S²**: 6.05

#two
Density functional theory data (ωB97M-V/def2-TZVPD) for C26H24CrN5O3S2 as an isolated structure.

Structure (ORCA input):
```
! wB97M-V def2-TZVPD RIJCOSX def2/J DEFGRID3
* xyz -1 5
Cr 0.44 0.24 -0.31
N -3.76 0.30 0.17
C -3.62 1.48 0.90
C -4.54 2.28 1.54
C -4.06 3.44 2.16
C -2.71 3.76 2.11
C -1.78 2.95 1.46
C -2.24 1.79 0.85
N -1.57 0.83 0.15
C -2.49 -0.08 -0.24
C -2.15 -1.22 -0.99
C -2.89 -2.29 -1.52
S -1.81 -3.40 -2.29
C -0.47 -2.39 -1.88
N -0.78 -1.32 -1.24
H -4.56 -0.29 0.16
H -5.59 2.03 1.57
H -4.75 4.09 2.68
H -2.37 4.67 2.59
H -0.73 3.20 1.41
H -3.95 -2.48 -1.48
H 0.55 -2.63 -2.15
O 3.87 -0.31 -2.42
C 3.25 -0.97 -1.58
O 2.09 -0.76 -1.12
C 3.91 -2.24 -1.04
C 3.40 -2.86 0.09
C 3.99 -4.01 0.59
C 5.10 -4.55 -0.05
C 5.62 -3.94 -1.18
C 5.03 -2.78 -1.67
H 2.54 -2.41 0.58
H 3.60 -4.48 1.48
H 5.56 -5.45 0.34
H 6.48 -4.36 -1.68
H 5.41 -2.27 -2.54
C 2.15 2.94 2.08
S 2.05 3.03 0.29
C 2.48 4.76 0.03
H 3.17 3.12 2.43
H 1.83 1.93 2.33
H 1.48 3.68 2.54
H 1.79 5.42 0.56
H 2.39 4.96 -1.04
H 3.50 4.97 0.35
O 1.00 0.25 1.24
N 1.28 2.44 -4.01
C 1.47 1.61 -2.93
N 0.36 1.41 -2.28
C -0.63 2.12 -2.95
C -1.99 2.25 -2.69
C -2.74 3.04 -3.54
C -2.15 3.69 -4.64
C -0.80 3.57 -4.91
C -0.06 2.77 -4.05
H 2.00 2.70 -4.65
H 2.43 1.17 -2.67
H -2.43 1.75 -1.83
H -3.80 3.17 -3.36
H -2.77 4.30 -5.28
H -0.35 4.07 -5.76
*
```

Results
**Lowest unoccupied orbital energy (spin up / spin down)**: 2.58 / 2.57 eV
**Expectation value of S²**: 6.07

Winner for stability: #two

#one
Density functional theory data (ωB97M-V/def2-TZVPD) for C6H17N2 as an isolated structure.

Structure (ORCA input):
```
! wB97M-V def2-TZVPD RIJCOSX def2/J DEFGRID3
* xyz 2 2
C -1.37 0.81 -2.18
N 1.37 -0.62 -0.36
C 2.48 0.20 0.10
C 3.63 -0.62 0.66
C -1.48 1.27 -0.71
N -0.80 0.40 0.23
C -1.58 -0.77 0.62
C -2.33 -0.56 1.94
H -1.88 1.44 -2.89
H -1.81 -0.18 -2.33
H 1.55 -0.93 -1.34
H 2.77 0.92 -0.69
H 2.06 0.87 0.90
H 4.46 0.05 1.10
H 3.24 -1.28 1.48
H 4.06 -1.22 -0.11
H -1.07 2.26 -0.65
H -2.55 1.35 -0.43
H -0.32 0.80 -2.52
H 0.33 -0.09 -0.23
H -0.91 -1.65 0.70
H -2.30 -1.07 -0.18
H -1.62 -0.31 2.76
H -2.96 0.34 1.86
H -2.98 -1.41 2.27
*
```

Results
**Lowest unoccupied orbital energy (spin up / spin down)**: -13.44 / -13.18 eV
**Expectation value of S²**: 0.88

#two
Density functional theory data (ωB97M-V/def2-TZVPD) for a 2-piece molecular cluster, C6H17N2 overall.

Structure (ORCA input):
```
! wB97M-V def2-TZVPD RIJCOSX def2/J DEFGRID3
* xyz 2 2
N 2.72 0.41 1.67
C 0.50 -0.23 0.10
C -0.12 1.11 0.16
C -1.16 1.22 1.25
C -1.90 2.48 1.46
C 0.78 -0.94 -1.20
N -0.54 -1.37 -1.73
C -0.50 -2.67 -2.48
H 2.78 0.26 0.70
H 1.87 0.00 1.98
H 3.57 0.06 2.10
H 0.87 -0.76 0.95
H -0.64 1.15 -0.81
H 0.54 2.00 0.08
H -1.82 0.36 1.15
H -0.60 1.09 2.16
H -2.14 2.85 0.46
H -1.26 3.18 2.02
H -2.85 2.33 2.00
H 1.46 -1.90 -1.05
H 1.24 -0.30 -2.01
H -1.36 -1.26 -1.05
H 0.17 -2.63 -3.36
H -0.10 -3.43 -1.77
H -1.50 -2.99 -2.78
*
```

Results
**Lowest unoccupied orbital energy (spin up / spin down)**: -11.97 / -12.77 eV
**Expectation value of S²**: 0.76

Winner for stability: #two

#one
Density functional theory data (ωB97M-V/def2-TZVPD) for an isolated molecule of C5H12S2.

Structure (ORCA input):
```
! wB97M-V def2-TZVPD RIJCOSX def2/J DEFGRID3
* xyz 0 1
C -2.34 0.43 0.12
C -2.87 -0.25 1.49
C -0.74 0.11 0.12
S 0.12 1.49 0.99
S 2.07 0.56 0.94
C 2.00 -0.04 -0.79
C 3.32 -0.37 -1.31
H -2.91 0.09 -0.76
H -2.41 1.49 0.27
H -2.88 -1.40 1.45
H -2.28 0.06 2.43
H -3.96 0.10 1.62
H -0.43 0.11 -0.93
H -0.49 -0.77 0.68
H 1.56 0.66 -1.44
H 1.26 -0.82 -0.69
H 3.91 0.55 -1.31
H 3.76 -1.04 -0.60
H 3.31 -0.94 -2.26
*
```

Results
**Lowest unoccupied orbital energy**: 0.59 eV
**SMILES string**: CCCSSCC

#two
Density functional theory data (ωB97M-V/def2-TZVPD) for a 2-piece molecular cluster, C5H12S2 overall.

Structure (ORCA input):
```
! wB97M-V def2-TZVPD RIJCOSX def2/J DEFGRID3
* xyz 0 1
C -0.46 1.33 -1.22
C -0.77 2.48 -0.30
C 0.92 0.80 -0.91
S 1.45 -0.61 -1.74
S -0.81 -0.27 1.61
C 0.28 -1.71 1.66
C -0.03 -2.60 0.45
H -1.14 0.50 -1.13
H -0.59 1.57 -2.28
H -1.34 3.25 -0.68
H -1.12 2.11 0.64
H 0.12 3.04 0.03
H 0.89 0.66 0.22
H 1.67 1.58 -1.02
H 0.04 -2.24 2.58
H 1.33 -1.47 1.68
H -1.00 -3.08 0.55
H -0.20 -2.00 -0.44
H 0.76 -3.33 0.31
*
```

Results
**Lowest unoccupied orbital energy**: -3.68 eV

Winner for stability: #one

#one
Density functional theory data (ωB97M-V/def2-TZVPD) for a 4-piece molecular cluster, C2H10O3 overall.

Structure (ORCA input):
```
! wB97M-V def2-TZVPD RIJCOSX def2/J DEFGRID3
* xyz 0 1
C 4.67 -1.95 3.09
C 4.82 -1.46 1.88
H 4.06 -1.59 3.92
H 5.17 -2.88 3.41
H 4.33 -0.63 1.38
H 5.52 -1.97 1.23
H -2.49 4.57 -2.86
H -3.97 4.42 -2.43
O -3.21 4.99 -2.34
H -1.21 1.21 -3.81
H 0.06 1.94 -3.36
O -0.90 2.03 -3.41
H -6.04 -3.59 1.15
H -5.19 -2.27 1.40
O -5.62 -2.82 0.74
*
```

Results
**Lowest unoccupied orbital energy**: 0.75 eV
**SMILES string**: C=C.O.O.O

#two
Density functional theory data (ωB97M-V/def2-TZVPD) for a 5-piece molecular cluster, C2H10O3 overall.

Structure (ORCA input):
```
! wB97M-V def2-TZVPD RIJCOSX def2/J DEFGRID3
* xyz 0 1
C -0.56 -0.18 -1.15
C -0.91 -1.28 -0.47
H -0.90 0.83 -0.99
H 0.41 -0.34 -1.64
H -0.19 -2.03 -0.09
H -1.93 -1.22 -0.11
H 0.05 0.24 1.55
H 2.45 -1.89 0.03
O 2.06 -1.11 -0.31
H 0.87 1.89 -0.52
H 1.90 0.61 -0.10
O 1.82 1.65 -0.27
H 0.05 0.95 1.83
H -2.77 1.14 1.51
O -2.35 0.75 0.73
*
```

Results
**Lowest unoccupied orbital energy**: -5.61 eV

Winner for stability: #one

#one
Density functional theory data (ωB97M-V/def2-TZVPD) for an isolated molecule of C4H4Cl2.

Structure (ORCA input):
```
! wB97M-V def2-TZVPD RIJCOSX def2/J DEFGRID3
* xyz 0 1
C -1.28 0.58 -0.62
C -0.23 0.03 -1.18
C -0.17 -0.29 1.24
C 0.72 -0.20 -0.05
Cl 1.65 1.31 0.05
Cl 1.93 -1.49 0.00
H -2.25 0.99 -0.47
H 0.25 0.04 -2.23
H 0.14 0.31 2.02
H -0.75 -1.27 1.22
*
```

Results
**Lowest unoccupied orbital energy (spin up / spin down)**: -0.07 / -0.11 eV

#two
Density functional theory data (ωB97M-V/def2-TZVPD) for an isolated molecule of C4H4Cl2.

Structure (ORCA input):
```
! wB97M-V def2-TZVPD RIJCOSX def2/J DEFGRID3
* xyz 0 1
C 0.36 -1.29 0.21
C -0.30 -1.05 -1.01
C 0.46 0.10 -0.25
C -0.27 1.17 0.51
Cl 0.75 -2.32 1.46
Cl -1.19 -1.57 -2.35
H 1.34 0.59 -0.69
H -1.28 0.76 0.81
H -0.12 2.14 -0.12
H 0.26 1.47 1.43
*
```

Results
**Lowest unoccupied orbital energy**: 0.77 eV
**SMILES string**: CC1C(Cl)=C1Cl

Winner for stability: #two